# 1
{"formula": "C4H6O2Si", "method": "the ωB97M-V functional and the def2-TZVPD basis", "elements": ["C", "C", "C", "C", "O", "O", "Si", "H", "H", "H", "H", "H", "H"], "coordinates": [[1.1223, -1.3040, -0.4889], [1.7067, -1.8339, 0.5905], [-0.1983, -0.5803, -0.4316], [0.0484, 0.9284, -0.8583], [2.3599, -2.4796, 1.3413], [2.7293, 1.7863, -0.6991], [1.3666, 1.6770, 0.2772], [1.7934, -1.1058, -1.3466], [-0.8240, -0.8732, -1.2211], [-0.7182, -0.7077, 0.6408], [0.5756, 0.8930, -1.8178], [-0.8828, 1.4671, -1.0055], [2.7035, 1.3363, -1.5932]], "mulliken_charge": [-0.70, 0.71, -0.37, -0.84, -0.39, -0.38, 0.03, 0.31, 0.26, 0.28, 0.31, 0.45, 0.33], "energy_ha": -595.93025, "de_lowest_kcal_mol": 46.0}



# 2
{"formula": "C14H40O6", "method": "the ωB97M-V functional and the def2-TZVPD basis", "elements": ["C", "C", "O", "H", "H", "H", "H", "H", "H", "C", "C", "O", "H", "H", "H", "H", "H", "H", "C", "C", "O", "H", "H", "H", "H", "H", "H", "C", "C", "O", "H", "H", "H", "H", "H", "H", "C", "C", "C", "O", "H", "H", "H", "H", "H", "H", "H", "H", "C", "C", "C", "O", "H", "H", "H", "H", "H", "H", "H", "H"], "coordinates": [[1.4933, 4.9830, -0.4252], [2.7733, 4.1977, -0.6605], [3.8350, 5.1128, -0.3093], [1.4431, 5.7523, -1.1974], [1.5459, 5.5031, 0.5293], [0.6039, 4.3567, -0.4782], [2.9228, 3.8287, -1.6820], [2.8148, 3.2687, -0.0754], [4.6046, 4.5604, -0.5076], [-4.0711, 3.0939, 2.0410], [-5.5895, 2.8857, 1.9231], [-6.2187, 4.0903, 1.5607], [-3.4727, 3.1146, 1.1307], [-3.6584, 2.2423, 2.5942], [-3.8955, 3.9730, 2.6603], [-6.0421, 2.5873, 2.8703], [-5.8122, 2.0436, 1.2551], [-5.7158, 4.6061, 0.9285], [-0.8190, 1.4764, 0.0310], [0.5190, 0.7253, 0.0599], [1.2088, 0.7534, -1.1794], [-1.2835, 1.5089, 1.0161], [-1.4839, 1.0202, -0.7000], [-0.6269, 2.5148, -0.2508], [0.1501, -0.3045, 0.1509], [1.1272, 0.9760, 0.9290], [1.4436, -0.1466, -1.4188], [0.1484, -2.0222, -4.0770], [0.2641, -2.3843, -2.6081], [1.6042, -2.1487, -2.1032], [-0.8988, -1.7593, -4.2927], [0.2881, -2.8759, -4.7397], [0.6063, -1.1017, -4.4360], [-0.0605, -3.4212, -2.5033], [-0.3346, -1.7714, -1.9350], [2.0599, -2.9761, -2.2943], [4.0717, -2.1431, 2.3634], [4.1743, -1.3208, 1.0946], [4.3858, 0.1699, 1.3081], [5.1803, -1.9029, 0.2737], [3.8125, -3.1838, 2.1497], [3.3307, -1.7616, 3.0635], [5.0377, -2.2901, 2.8581], [3.1499, -1.4280, 0.7096], [5.4346, 0.4669, 1.1861], [4.0667, 0.5052, 2.2942], [3.9739, 0.8437, 0.5493], [5.1767, -1.4037, -0.5509], [-2.4056, -2.5103, 0.1773], [-2.8594, -3.8754, -0.3634], [-2.5819, -5.0234, 0.5594], [-4.2732, -3.7708, -0.5836], [-2.5844, -2.5075, 1.2537], [-2.8325, -1.6192, -0.2762], [-1.3200, -2.4661, 0.0295], [-2.3252, -4.0778, -1.3014], [-1.5178, -5.1929, 0.7126], [-3.2071, -5.9025, 0.4183], [-2.9141, -4.7171, 1.5637], [-4.4466, -3.1515, -1.2957]], "mulliken_charge": [-0.99, 0.23, -0.54, 0.28, 0.33, 0.16, 0.28, -0.07, 0.30, -1.05, -0.19, -0.53, 0.32, 0.33, 0.33, 0.25, 0.23, 0.31, -0.89, 0.21, -0.54, 0.29, 0.24, 0.03, 0.10, 0.29, 0.26, -1.32, 0.27, -0.54, 0.37, 0.36, 0.34, 0.44, -0.17, 0.28, -1.54, 1.26, -1.38, -0.60, 0.38, 0.37, 0.35, -0.18, 0.42, 0.34, 0.29, 0.32, -0.95, 0.73, -1.43, -0.58, 0.34, 0.36, 0.11, 0.04, 0.34, 0.36, 0.34, 0.33], "energy_ha": -1008.74095, "smiles": "CC(C)O.CC(C)O.CCO.CCO.CCO.CCO", "de_lowest_kcal_mol": 66.1}



# 3
{"formula": "CH9N6", "method": "the ωB97M-V functional and the def2-TZVPD basis", "elements": ["C", "N", "N", "N", "N", "N", "N", "H", "H", "H", "H", "H", "H", "H", "H", "H"], "coordinates": [[-0.3810, 0.4270, -1.3721], [-2.9678, 0.0627, 3.4369], [-2.1545, -0.1505, 2.6530], [0.4968, -0.1146, -0.6060], [3.1068, -0.3544, -1.1415], [-1.5778, -0.2407, 1.6768], [-1.6126, 0.4202, -0.9808], [-0.3362, 0.6893, -2.4076], [-2.7769, 0.2781, 4.4815], [1.5892, -0.0629, -1.0341], [0.4134, -0.2924, 0.4094], [3.5037, -0.1685, -0.2216], [3.5647, 0.3224, -1.8121], [3.1839, -1.4349, -1.3692], [-2.2397, 0.4173, -1.7558], [-1.8120, 0.2020, 0.0431]], "mulliken_charge": [0.18, -0.75, 0.85, -0.36, -0.94, -0.53, -0.28, 0.35, 0.35, 0.39, 0.29, 0.29, 0.29, 0.32, 0.22, 0.34], "energy_ha": -371.71483, "de_lowest_kcal_mol": 34.9, "total_charge": 1}



- Which formula does entry 3 have?
  CH9N6